Computed, not measured: 2 unconnected molecules or ions with the total composition C20H27IN7O5S, with ωB97M-V/def2-TZVPD.

Last column: Mulliken charge in e.
Element x y z (Å)
1 N -1.765 -1.325 -2.137  -0.496
2 C -0.826 -1.948 -1.179  0.429
3 N -0.843 -3.428 -1.342  -0.556
4 N -1.347 -1.697 0.178  -0.522
5 C 0.649 -1.323 -1.410  -1.220
6 C 1.667 -2.506 -1.176  0.983
7 C 2.141 -3.323 -2.275  -0.194
8 N 1.677 -2.997 -3.646  -0.518
9 C 2.382 -2.043 -3.983  0.291
10 S 3.149 -0.636 -4.231  -0.310
11 C 3.103 -4.456 -1.983  0.260
12 C 3.675 -5.365 -3.138  0.505
13 O 3.509 -5.048 -4.337  -0.674
14 O 4.344 -6.450 -2.855  -0.779
15 C 3.514 -4.701 -0.622  -0.595
16 C 3.039 -3.871 0.543  0.615
17 N 3.498 -4.229 1.802  -0.657
18 C 2.999 -3.356 2.721  -0.551
19 C 2.108 -2.203 2.452  0.272
20 C 1.636 -1.260 3.623  -0.473
21 C 1.986 0.218 3.139  0.255
22 O 1.173 1.055 2.923  -0.456
23 I 4.132 0.615 2.863  -0.036
24 N 1.640 -1.901 1.212  0.061
25 C 2.122 -2.756 0.237  -0.068
26 H -1.662 -1.752 -3.068  0.277
27 H -2.733 -1.525 -1.857  0.291
28 H -1.619 -3.832 -0.806  0.218
29 H -0.903 -3.697 -2.324  0.252
30 H -1.150 -2.479 0.802  0.293
31 H -1.012 -0.812 0.556  0.102
32 H 0.674 -0.940 -2.459  0.380
33 H 0.761 -0.523 -0.632  0.302
34 H 4.216 -5.549 -0.431  0.426
35 H 3.304 -3.525 3.792  0.269
36 H 2.172 -1.456 4.584  0.364
37 H 0.519 -1.286 3.694  0.270
38 C -0.712 4.527 2.816  -0.715
39 O -2.014 4.861 2.358  -0.356
40 C -2.009 5.849 1.329  -0.803
41 C -2.507 5.249 0.021  -0.191
42 N -1.530 4.314 -0.529  -0.295
43 C -2.032 3.536 -1.662  -0.783
44 C -3.161 2.538 -1.380  -0.520
45 O -2.773 1.462 -0.544  -0.300
46 C -2.915 1.709 0.845  -0.694
47 H -0.816 3.846 3.660  0.211
48 H -0.140 4.020 2.033  0.326
49 H -0.175 5.419 3.151  0.373
50 H -1.025 6.312 1.207  0.399
51 H -2.707 6.633 1.642  0.387
52 H -2.682 6.053 -0.700  0.388
53 H -3.463 4.750 0.223  0.193
54 H -1.245 3.670 0.199  0.022
55 H -1.180 2.973 -2.054  0.379
56 H -2.347 4.222 -2.456  0.432
57 H -3.436 2.086 -2.338  0.348
58 H -4.069 3.023 -1.004  0.353
59 H -3.750 2.380 1.065  0.358
60 H -1.986 2.111 1.259  0.161
61 H -3.102 0.752 1.336  0.318

Properties
charge = -1
HOMO level = -4.4566 eV
E_LUMO = 1.63 eV
orbital gap = 6.084 eV


Computed, not measured: a molecular structure, C20H27IrN5O3SSi, with ωB97M-V/def2-TZVPD.

Last column: Löwdin spin population.
Element x y z (Å)
1 Ir -0.293 0.203 -1.108  0.027
2 C -2.838 -2.194 -1.067  -0.001
3 Si -1.098 -1.990 -0.363  0.007
4 C -0.063 -3.473 -0.865  0.001
5 C -0.992 -1.671 1.513  0.004
6 H -3.191 -3.190 -0.787  0.000
7 H -2.836 -2.150 -2.158  0.000
8 H -3.559 -1.470 -0.688  0.000
9 H -0.621 -4.384 -0.637  0.000
10 H 0.889 -3.519 -0.334  0.000
11 H 0.143 -3.473 -1.936  0.000
12 H -1.249 -2.605 2.022  0.001
13 H -1.685 -0.903 1.859  0.000
14 H 0.022 -1.399 1.811  0.000
15 O 1.048 -1.185 -2.774  -0.002
16 C 1.939 -1.084 -1.931  0.000
17 N 1.590 -0.377 -0.807  0.012
18 C 2.667 -0.265 0.011  0.012
19 O 2.661 0.379 1.070  0.226
20 C 3.777 -1.014 -0.590  0.013
21 C 5.066 -1.259 -0.156  -0.001
22 C 5.885 -2.047 -0.954  0.001
23 C 5.422 -2.581 -2.156  -0.001
24 C 4.135 -2.321 -2.606  0.001
25 C 3.317 -1.535 -1.817  0.001
26 H 5.422 -0.842 0.777  0.000
27 H 6.898 -2.260 -0.641  0.000
28 H 6.082 -3.209 -2.738  0.000
29 H 3.777 -2.729 -3.542  0.000
30 O 0.392 1.771 -2.826  0.001
31 H 0.903 2.561 -2.606  0.000
32 H 0.883 1.296 -3.511  0.000
33 C -1.321 2.702 4.470  0.005
34 N -0.810 2.524 3.108  0.024
35 C 0.333 1.992 2.701  0.053
36 S 0.564 1.950 0.956  0.595
37 N 1.305 1.544 3.459  0.005
38 C 1.474 1.593 4.911  0.001
39 H -2.402 2.797 4.413  0.000
40 H -0.924 3.603 4.935  0.000
41 H -1.089 1.837 5.084  0.001
42 H -1.356 2.965 2.385  0.010
43 H 2.046 1.087 2.943  0.000
44 H 1.071 2.509 5.329  0.000
45 H 2.539 1.566 5.123  0.000
46 H 1.006 0.734 5.390  0.000
47 N -6.912 3.051 -2.867  0.000
48 C -5.898 2.573 -2.619  0.000
49 C -4.643 1.979 -2.277  0.000
50 C -3.823 1.402 -3.243  0.000
51 C -2.624 0.845 -2.850  0.000
52 N -2.208 0.839 -1.575  0.001
53 C -3.008 1.382 -0.646  0.001
54 C -4.221 1.959 -0.947  0.000
55 H -4.122 1.388 -4.281  0.000
56 H -1.968 0.381 -3.574  0.000
57 H -2.660 1.332 0.378  0.001
58 H -4.840 2.386 -0.171  0.000

Properties
spin multiplicity = 2
charge = +2
energy above the lowest of the compared OMol25 structures with the same formula, charge and spin = 78.1 kcal/mol
HOMO level (alpha / beta) = -14.3227 / -14.2942 eV
E_LUMO (alpha / beta) = -7.65 / -8.95 eV
⟨S²⟩ = 0.78
orbital gap (alpha / beta) = 6.668 / 5.342 eV


Computed, not measured: a molecular structure, C20H27KN7O9P2S2, with ωB97M-V/def2-TZVPD.

Last column: Mulliken charge in e.
Element x y z (Å)
1 K -0.095 -0.442 0.903  1.193
2 C 4.141 -2.545 2.792  -1.381
3 C 3.636 -1.489 3.747  0.692
4 C 2.449 -1.618 4.435  -0.479
5 C 1.904 -0.531 5.123  -0.503
6 C 2.537 0.704 5.078  -0.429
7 C 3.707 0.862 4.328  -0.309
8 C 4.248 -0.224 3.697  -0.173
9 H 3.233 -3.023 2.360  0.291
10 H 4.786 -3.255 3.307  0.345
11 H 4.740 -2.054 2.005  0.321
12 H 1.989 -2.613 4.515  0.349
13 H 1.004 -0.667 5.656  0.341
14 H 2.138 1.559 5.570  0.371
15 H 4.172 1.856 4.186  0.326
16 H 5.153 -0.064 3.136  0.228
17 C 3.163 3.637 -0.940  -1.707
18 C 2.248 2.491 -0.517  0.969
19 O 1.111 2.534 -1.379  -0.601
20 P 1.519 2.895 1.207  0.483
21 O 0.854 4.344 1.210  -0.619
22 O 2.797 3.151 2.056  -0.516
23 O 0.561 1.813 1.604  -0.404
24 P 3.222 0.899 -0.349  0.943
25 O 4.165 0.687 -1.661  -0.590
26 O 2.129 -0.157 -0.352  -0.761
27 O 4.108 1.284 0.826  -0.888
28 H 2.571 4.538 -1.082  0.419
29 H 3.678 3.405 -1.870  0.448
30 H 4.011 3.818 -0.243  0.288
31 H 0.491 1.810 -1.251  0.320
32 H -0.126 4.262 1.142  0.354
33 H 3.528 2.486 1.772  0.431
34 H 3.725 0.257 -2.414  0.337
35 N -2.463 -2.629 -7.297  -0.502
36 C -2.426 -2.011 -6.090  0.978
37 C -3.222 -0.851 -5.850  -0.699
38 C -3.284 -0.243 -4.595  -0.584
39 C -2.344 -0.651 -3.648  -0.142
40 C -1.377 -1.657 -3.918  -0.553
41 C -1.470 -2.392 -5.072  -0.577
42 S -2.410 0.004 -1.955  1.361
43 O -1.482 1.080 -1.872  -0.698
44 O -3.820 0.276 -1.671  -0.728
45 N -1.844 -1.205 -1.110  -0.387
46 C -2.540 -2.059 -0.418  0.512
47 S -4.327 -2.230 -0.336  -0.103
48 C -4.105 -3.694 0.532  -0.354
49 C -2.783 -3.982 0.706  -0.522
50 N -1.934 -3.073 0.224  -0.518
51 H -3.131 -2.323 -7.986  0.194
52 H -2.073 -3.555 -7.393  0.204
53 H -3.960 -0.484 -6.597  0.146
54 H -4.024 0.524 -4.418  0.419
55 H -0.534 -1.874 -3.213  0.368
56 H -0.740 -3.202 -5.235  0.256
57 H -4.992 -4.189 0.863  0.372
58 H -2.358 -4.917 1.128  0.340
59 N -4.519 1.764 1.172  -0.487
60 C -3.257 1.726 1.665  0.735
61 N -2.211 2.054 0.913  -0.164
62 N -3.112 1.405 2.936  -0.828
63 C -2.133 0.623 3.285  0.673
64 N -1.240 -0.009 3.696  -0.586
65 H -4.603 1.740 0.135  0.223
66 H -5.196 1.139 1.591  0.312
67 H -2.297 2.105 -0.116  0.182
68 H -1.287 2.179 1.347  0.065

Properties
charge = -1
energy above the lowest of the compared OMol25 structures with the same formula, charge and spin = 0.0 kcal/mol
HOMO level = -4.9406 eV
E_LUMO = 2.26 eV
orbital gap = 7.196 eV


Computed, not measured: a gas-phase ion, C20H27N2O5S2 (charge +1), with ωB97M-V/def2-TZVPD.

Last column: Mulliken charge in e.
Element x y z (Å)
1 C 4.418 -0.852 1.714  -0.683
2 O 3.192 -0.442 2.318  -0.305
3 C 2.133 -1.180 2.051  0.015
4 O 2.129 -2.198 1.405  -0.609
5 C 0.896 -0.638 2.711  0.276
6 C 0.690 -0.794 4.077  -0.596
7 C -0.497 -0.367 4.651  -0.686
8 C -1.482 0.227 3.878  -0.784
9 C -1.279 0.401 2.519  -0.658
10 C -0.099 -0.042 1.953  0.306
11 S 0.148 0.220 0.212  2.030
12 O -0.444 1.499 -0.172  -0.966
13 O 1.537 0.108 -0.137  -0.784
14 N -0.700 -0.905 -0.651  0.579
15 C -1.790 -0.497 -1.507  -0.866
16 C -1.352 -0.470 -2.983  -1.001
17 C 0.016 0.176 -3.200  -0.952
18 N 0.109 1.589 -2.767  0.601
19 C -0.710 2.521 -3.567  -0.323
20 C -0.575 3.930 -2.977  -0.566
21 O 0.764 4.344 -2.979  -0.424
22 C 1.561 3.484 -2.205  -0.476
23 C 1.517 2.054 -2.749  -0.399
24 C -0.570 -2.292 -0.241  -1.271
25 C -1.361 -2.623 0.983  0.688
26 C -0.924 -3.260 2.102  -0.557
27 C -1.924 -3.396 3.092  -0.673
28 C -3.109 -2.858 2.715  -0.464
29 S -3.035 -2.182 1.137  -0.191
30 H 4.341 -0.748 0.630  0.269
31 H 5.185 -0.194 2.112  0.264
32 H 4.632 -1.893 1.960  0.313
33 H 1.456 -1.254 4.681  0.542
34 H -0.652 -0.496 5.711  0.447
35 H -2.402 0.560 4.331  0.482
36 H -2.017 0.879 1.895  0.528
37 H -2.117 0.494 -1.187  0.400
38 H -2.634 -1.180 -1.390  0.527
39 H -2.127 0.018 -3.574  0.484
40 H -1.266 -1.496 -3.346  0.440
41 H 0.755 -0.383 -2.622  0.450
42 H 0.283 0.124 -4.259  0.540
43 H -0.209 1.640 -1.757  -0.087
44 H -1.754 2.211 -3.547  0.313
45 H -0.344 2.514 -4.597  0.338
46 H -1.124 4.650 -3.585  0.418
47 H -0.979 3.935 -1.953  0.281
48 H 2.578 3.876 -2.255  0.420
49 H 1.223 3.481 -1.158  0.252
50 H 2.095 1.397 -2.096  0.312
51 H 1.913 2.021 -3.766  0.432
52 H -0.869 -2.921 -1.086  0.425
53 H 0.488 -2.476 -0.030  0.388
54 H 0.083 -3.621 2.210  0.615
55 H -1.763 -3.876 4.039  0.444
56 H -4.032 -2.819 3.257  0.503

Properties
SMILES string = COC(=O)c1ccccc1S(=O)(=O)N(CCC[NH+]1CCOCC1)Cc1cccs1
charge = +1
HOMO level = -11.2898 eV
E_LUMO = -2.36 eV
orbital gap = 8.934 eV


| no. | E_tot (hartree) | molar mass (g mol⁻¹) |
| --- | --- | --- |
| 1 | -2233.6337 | 604.45 |
| 2 | -2069.2824 | 637.84 |
| 3 | -3918.2058 | 674.66 |
| 4 | -2060.1647 | 439.58 |